DFT (ωB97M-V/def2-TZVPD) results for a molecular structure, C12H8N6OPdS7.

Atoms and positions in Å:
Pd1 0.5058 0.8800 0.7094
S1 -2.4012 3.8434 -1.0530
C1 -1.3675 2.7628 -0.4438
S2 -0.7250 2.7529 1.1794
S3 -0.6591 1.3867 -1.2069
N1 -1.6806 -0.0795 3.0696
C2 -1.8248 -1.2867 2.4748
N2 -2.4720 -2.2302 3.1580
C3 -2.6274 -3.3736 2.4929
N3 -3.2391 -4.3860 3.1367
N4 -2.2384 -3.5995 1.2296
C4 -1.5734 -2.5919 0.6773
N5 -1.2929 -1.4347 1.2480
C5 -1.1425 -2.7940 -0.7400
C6 -1.6977 -3.8286 -1.4842
C7 -1.3291 -3.9648 -2.8103
C8 -0.4146 -3.0725 -3.3458
C9 0.1019 -2.0890 -2.5168
N6 -0.2486 -1.9462 -1.2442
H1 -2.2240 0.0678 3.9031
H2 -1.5183 0.7185 2.4676
H3 -3.5891 -4.2388 4.0647
H4 -3.4141 -5.2430 2.6470
H5 -2.4088 -4.4927 -1.0181
H6 -1.7524 -4.7540 -3.4173
H7 -0.1011 -3.1340 -4.3784
H8 0.8311 -1.3777 -2.8939
O1 6.4763 -1.4618 2.9021
C10 5.4062 -1.0994 2.5361
S4 4.4645 0.1637 3.3784
C11 3.1028 0.1688 2.3090
C12 3.2089 -0.7044 1.1178
S5 2.0844 -0.7470 -0.0571
S6 4.6262 -1.7033 1.0502
S7 1.7921 1.0913 2.5903

As for the multiplicity: 1. The calculation puts the orbital gap at 0.1831 Ha. The value obtained for the total energy is -102890.8040 eV. The molar mass is 583.13 g/mol. The calculation puts the LUMO energy at -3.00 eV.

---

DFT (ωB97M-V/def2-TZVPD) results for a molecular structure, C12H8O in a non-equilibrium geometry.

Atoms and positions in Å:
C1 -2.4193 1.7979 1.4207
C2 -2.2265 -2.6369 0.2034
C3 -2.0358 0.8608 0.7960
C4 -1.9214 -1.4906 0.0490
C5 2.9647 0.0332 0.0394
C6 2.2293 1.0012 0.7946
C7 2.2772 -0.9322 -0.7513
C8 0.8063 0.8715 0.9103
C9 0.9256 -0.9554 -0.6581
C10 0.1622 -0.0859 0.1102
C11 -1.5516 0.8328 -1.6587
C12 -1.3237 -0.1718 0.0547
O1 -2.5350 0.8204 -2.3278
H1 -2.9625 2.5225 1.9137
H2 -2.4349 -3.6828 0.5972
H3 4.0819 0.1310 -0.0178
H4 2.7907 1.6445 1.5083
H5 2.9969 -1.6059 -1.4793
H6 0.2633 1.5884 1.5070
H7 0.4301 -1.6932 -1.2847
H8 -0.5176 1.1507 -1.7270

As for the multiplicity: 1. The calculation puts the orbital gap at 0.3220 Ha. The value obtained for the total energy is -14614.7066 eV. The energy relative to the best compared isomer or geometry (same formula, charge and spin) comes out at 129.4 kcal/mol. The molar mass is 168.20 g/mol. The calculation puts the LUMO energy at 0.39 eV.

---

DFT (ωB97M-V/def2-TZVPD) results for a molecular structure, C12H8O2S in a non-equilibrium geometry.

Atoms and positions in Å:
C1 -0.5380 -2.3937 2.2555
C2 0.1036 -1.2361 2.7962
C3 1.9965 1.4512 -2.6190
C4 -1.2689 -2.3926 1.0365
C5 0.0846 -0.0069 2.1150
C6 0.6477 1.4719 -2.3073
C7 2.7057 1.0028 -1.5658
C8 -1.3001 -1.1403 0.4411
C9 -0.6681 0.0060 0.9489
C10 0.3315 1.0226 -1.0805
C11 -1.8638 -0.4356 -0.6360
C12 -1.0503 0.8336 -0.2552
O1 -2.6454 -0.6016 -1.5558
O2 -1.6537 2.1056 -0.0338
S1 1.7869 0.5832 -0.2506
H1 -0.3776 -3.3173 2.7986
H2 0.7934 -1.4214 3.5826
H3 2.3865 1.9096 -3.4730
H4 -1.6647 -3.3365 0.6395
H5 0.6939 0.8669 2.3892
H6 -0.1060 1.8258 -3.0649
H7 3.7385 0.9086 -1.4026
H8 -2.1322 2.2939 -0.7587

As for the multiplicity: 1. The calculation puts the orbital gap at 0.3141 Ha. The value obtained for the total energy is -27501.3997 eV. The energy relative to the best compared isomer or geometry (same formula, charge and spin) comes out at 55.2 kcal/mol. The molar mass is 216.26 g/mol. The calculation puts the LUMO energy at -0.36 eV.

---

DFT (ωB97M-V/def2-TZVPD) results for a molecular structure, C13H10Cl2N3O4Pt.

Atoms and positions in Å:
Pt1 -1.8336 -0.0790 0.1619
N1 -0.8239 1.4682 1.0407
C1 -1.6785 2.6919 1.0232
C2 -3.0631 2.4744 0.3877
O1 -3.8478 3.4224 0.3128
N2 -3.2458 1.2314 -0.0288
C3 -4.4453 0.7480 -0.6753
C4 -4.2818 -0.7379 -1.0506
O2 -5.2060 -1.3136 -1.5960
O3 -3.1445 -1.3068 -0.7520
H1 -0.5580 1.2370 1.9920
H2 0.0445 1.5498 0.5110
H3 -1.1789 3.4891 0.4734
H4 -1.8403 3.0468 2.0406
H5 -4.6630 1.3075 -1.5886
H6 -5.3208 0.8422 -0.0282
Cl1 0.2265 -4.1999 1.3546
C5 1.3562 -3.0234 0.7636
C6 2.7022 -3.3723 0.7162
C7 3.6355 -2.4907 0.2484
Cl2 5.3159 -2.9750 0.1922
C8 3.2479 -1.2085 -0.1894
C9 4.1624 -0.2609 -0.7034
C10 3.7179 0.9573 -1.1219
C11 2.3450 1.2383 -1.0095
N3 1.4676 0.3934 -0.5319
C12 1.8730 -0.8375 -0.1254
C13 0.8558 -1.7722 0.3561
O4 -0.3913 -1.5428 0.3989
H7 3.0011 -4.3571 1.0483
H8 5.2096 -0.5236 -0.7637
H9 4.3945 1.6981 -1.5265
H10 1.9671 2.2056 -1.3306

Its net charge is -1. As for the multiplicity: 1. The calculation puts the orbital gap at 0.2577 Ha. The value obtained for the total energy is -54599.2815 eV. The energy relative to the best compared isomer or geometry (same formula, charge and spin) comes out at 2.4 kcal/mol. The molar mass is 538.22 g/mol. The calculation puts the LUMO energy at 2.44 eV.

---

DFT (ωB97M-V/def2-TZVPD) results for a molecular structure, C13H10F5NReS in a non-equilibrium geometry.

Atoms and positions in Å:
C1 -1.1434 0.2755 -3.5412
C2 -2.2873 0.7293 -2.8262
C3 -2.8465 -0.3959 -2.1129
C4 -1.9814 -1.5218 -2.2897
C5 -0.9003 -1.1014 -3.1978
Re1 -0.9323 -0.1287 -1.3456
N1 0.8412 0.5343 -1.2079
C6 0.6677 1.8523 -0.2330
C7 -0.8722 1.8735 -0.2330
H1 -3.7508 -0.3740 -1.4886
H2 -2.7312 1.7444 -2.8886
H3 -2.1624 -2.5499 -1.9893
H4 -0.1649 -1.7574 -3.6445
H5 -0.5497 0.8413 -4.2749
H6 -1.3484 2.6164 -0.8560
H7 1.1180 2.6218 -0.8896
H8 1.7904 0.3538 -1.3850
H9 -1.3925 1.7251 0.7011
H10 1.0785 1.4665 0.7589
F1 3.6174 -0.6054 4.5136
C8 2.5715 -0.6589 3.6480
C9 2.5988 -1.5541 2.5630
F2 3.6731 -2.3651 2.4049
C10 1.5299 -1.6019 1.6700
F3 1.6064 -2.4285 0.6060
C11 0.4113 -0.7870 1.8645
S1 -1.0558 -1.0452 0.8781
C12 0.3902 0.1029 2.9447
F4 -0.6849 0.8785 3.1882
C13 1.4605 0.1876 3.8227
F5 1.4492 1.0723 4.8400

As for the expectation value of S²: 3.766. As for the multiplicity: 4. The calculation puts the orbital gap (spin up / spin down) at 0.2740 / 0.2591 Ha. The value obtained for the total energy is -41680.7987 eV. The energy relative to the best compared isomer or geometry (same formula, charge and spin) comes out at 1.1 kcal/mol. The molar mass is 493.49 g/mol. The calculation puts the LUMO energy (spin up / spin down) at 0.45 / -1.47 eV.

---

DFT (ωB97M-V/def2-TZVPD) results for a molecular structure, C13H10MoN4OSe.

Atoms and positions in Å:
Mo1 0.6249 0.2813 0.4662
O1 1.9046 -3.5211 1.1746
C1 1.3097 -2.4902 1.1914
N1 1.7480 -1.3072 0.5298
C2 3.0296 -1.3845 -0.1741
C3 3.4429 0.0209 -0.4795
C4 4.6761 0.3742 -0.9847
C5 4.9543 1.7110 -1.2102
C6 3.9919 2.6768 -0.9306
C7 2.7793 2.2739 -0.4366
N2 2.5059 0.9633 -0.2196
C8 0.0200 -2.2504 1.9142
C9 -0.6165 -3.2057 2.6587
C10 -1.7945 -2.8486 3.3118
C11 -2.2788 -1.5550 3.1947
C12 -1.5821 -0.6418 2.4279
N3 -0.4501 -0.9909 1.7914
H1 3.7608 -1.8979 0.4514
H2 2.9359 -1.9648 -1.0953
H3 5.4106 -0.3939 -1.1868
H4 5.9207 2.0066 -1.5980
H5 4.1823 3.7281 -1.0915
H6 1.9960 2.9829 -0.2078
H7 -0.1875 -4.1968 2.7223
H8 -2.3266 -3.5762 3.9103
H9 -3.1880 -1.2432 3.6886
H10 -1.9227 0.3770 2.3057
Se1 -2.4403 2.3335 -2.4865
C13 -1.4105 1.7290 -1.3370
N4 -0.6459 1.3040 -0.4575

As for the expectation value of S²: 2.048. Its net charge is +2. As for the multiplicity: 3. The calculation puts the orbital gap (spin up / spin down) at 0.2432 / 0.2914 Ha. The value obtained for the total energy is -88837.1980 eV. The energy relative to the best compared isomer or geometry (same formula, charge and spin) comes out at 0.0 kcal/mol. The molar mass is 413.15 g/mol. The calculation puts the LUMO energy (spin up / spin down) at -9.33 / -8.57 eV.

---

DFT (ωB97M-V/def2-TZVPD) results for C13H10N2 in the gas phase in a non-equilibrium geometry.

Atoms and positions in Å:
N1 -0.2743 0.5902 -3.5843
N2 -0.1556 0.4629 -2.3623
C1 -0.0473 0.2684 -1.0900
C2 3.8243 0.2848 0.6961
C3 -3.7344 -0.6811 0.9519
C4 2.8977 -0.7103 1.0709
C5 3.5174 1.3156 -0.2127
C6 -2.8610 0.3011 1.4998
C7 -3.3832 -1.3464 -0.2158
C8 1.6580 -0.6985 0.4719
C9 2.2359 1.3511 -0.7537
C10 -1.6535 0.5641 0.8571
C11 -2.1961 -1.0351 -0.8849
C12 1.2834 0.3271 -0.4239
C13 -1.2930 -0.0796 -0.3626
H1 4.7797 0.3026 1.1412
H2 -4.6592 -0.8896 1.4293
H3 3.1606 -1.4988 1.7530
H4 4.2315 2.1072 -0.4157
H5 -3.1610 0.8402 2.3532
H6 -4.0644 -2.0989 -0.6334
H7 0.9855 -1.5073 0.7056
H8 1.9177 2.1158 -1.4694
H9 -0.9981 1.2875 1.2758
H10 -2.0104 -1.5731 -1.7969

As for the multiplicity: 1. The calculation puts the orbital gap at 0.2972 Ha. The value obtained for the total energy is -16621.2426 eV. The energy relative to the best compared isomer or geometry (same formula, charge and spin) comes out at 33.2 kcal/mol. The molar mass is 194.24 g/mol. The calculation puts the LUMO energy at 0.31 eV.

---

DFT (ωB97M-V/def2-TZVPD) results for 2 unconnected molecules or ions with the total composition C13H10Si in a non-equilibrium geometry.

Atoms and positions in Å:
C1 3.0671 -1.3649 -2.2530
C2 -1.0436 -3.7604 -0.6920
C3 2.3022 -2.5886 2.6571
C4 2.4373 -1.5786 -1.2627
C5 -0.2082 -2.9457 -0.5271
C6 1.7786 -2.0885 1.6972
C7 -1.0100 3.3547 0.6258
C8 0.2141 3.0129 1.1588
C9 -1.7876 2.4553 -0.1401
C10 0.5850 1.6384 1.0454
C11 -1.2694 1.1915 -0.3415
C12 -0.0604 0.7819 0.2798
C13 -2.0574 0.1313 -1.1471
Si1 1.1533 -1.8171 -0.0776
H1 3.5919 -1.0697 -3.1770
H2 -1.9743 -4.2361 -0.8006
H3 2.8316 -2.8953 3.4472
H4 -1.1846 4.4215 0.5275
H5 0.6069 3.7809 1.9338
H6 -2.8437 2.5906 -0.3949
H7 1.5148 1.3801 1.5461
H8 -1.7062 -0.8816 -0.8224
H9 -3.0532 0.2595 -1.0497
H10 -1.8843 0.2279 -2.2330

As for the multiplicity: 1. The calculation puts the orbital gap (spin up / spin down) at 0.2825 / 0.2824 Ha. The value obtained for the total energy is -21512.0458 eV. The energy relative to the best compared isomer or geometry (same formula, charge and spin) comes out at 0.0 kcal/mol. The molar mass is 194.31 g/mol. The calculation puts the LUMO energy (spin up / spin down) at -0.60 / -0.59 eV.